(1)
Below is a structure of composition C33H23N7O2V at a distorted geometry, with properties calculated with the ωB97M-V functional and the def2-TZVPD basis.

Values from the calculation:
Molar mass: 600.5 g/mol
Kohn-Sham gap (alpha / beta): 6.01 / 5.81 eV
HOMO (alpha / beta): -9.894 / -9.695 eV

Structure (ORCA input):
```
! wB97M-V def2-TZVPD RIJCOSX def2/J DEFGRID3
* xyz 1 1
V -0.40080 0.24715 -0.23872
O 0.48646 -2.88843 -2.61346
C 0.33725 -2.31395 -1.54742
N -0.54459 -1.28873 -1.35305
C -1.46511 -1.08832 -2.37499
C -2.13499 -2.06073 -3.11294
C -3.05239 -1.66128 -4.07020
C -3.28600 -0.31658 -4.33330
C -2.62249 0.66744 -3.62203
C -1.72841 0.27721 -2.62691
N -1.04328 1.08437 -1.74735
C -0.68643 2.34719 -2.07680
O -0.76476 2.87830 -3.16867
C -0.07048 3.04012 -0.90279
C 0.58685 4.25328 -1.06723
C 1.17377 4.84345 0.03782
C 1.01592 4.22607 1.27094
C 0.33672 3.01931 1.33775
N -0.16755 2.40803 0.26959
C 1.17239 -2.73276 -0.38118
C 2.28370 -3.53455 -0.64007
C 2.99793 -4.03817 0.43056
C 2.57247 -3.73042 1.71455
C 1.46393 -2.90850 1.86432
N 0.77632 -2.41571 0.84592
H -1.95093 -3.10793 -2.93085
H -3.59082 -2.41289 -4.62548
H -3.99650 -0.03274 -5.09356
H -2.78424 1.71470 -3.82559
H 0.62948 4.68613 -2.05537
H 1.73421 5.76001 -0.05390
H 1.42406 4.66263 2.16910
H 0.19262 2.53692 2.29579
H 2.53551 -3.75712 -1.66518
H 3.85503 -4.67299 0.27276
H 3.07661 -4.12804 2.58139
H 1.10091 -2.64879 2.85182
C -4.49679 -0.62136 0.68643
C -4.46612 -0.79515 2.06665
C -3.27662 -0.56158 2.72923
C -2.14706 -0.19988 1.99378
N -2.18015 -0.03276 0.65322
C -3.34445 -0.22538 0.03213
C -0.81766 -0.03959 2.55342
C -0.48529 0.01151 3.90615
C 0.84955 0.13621 4.25965
C 1.81256 0.24392 3.26269
C 1.41114 0.20155 1.92998
N 0.11770 0.03511 1.59392
C 2.24377 0.39184 0.75261
C 3.60306 0.70324 0.74007
C 4.22963 0.93976 -0.46875
C 3.48732 0.82530 -1.64089
C 2.14515 0.51183 -1.55457
N 1.52605 0.32413 -0.39050
H -5.39942 -0.79614 0.12277
H -5.34515 -1.11148 2.60469
H -3.20575 -0.68449 3.79941
H -3.36593 -0.06425 -1.03880
H -1.25304 -0.02919 4.66175
H 1.13260 0.16231 5.30014
H 2.85093 0.37185 3.52336
H 4.15234 0.77944 1.66389
H 5.27266 1.21162 -0.50334
H 3.94456 0.98617 -2.60267
H 1.54203 0.41182 -2.45173
*
```

***

(2)
Below is a cluster of 2 separate species, C5H17NO2P2 in total, with properties calculated with the ωB97M-V functional and the def2-TZVPD basis.

Values from the calculation:
Molar mass: 185.1 g/mol
Kohn-Sham gap: 5.55 eV
ΔE to the lowest compared entry with this formula, charge and spin: 10.1 kJ/mol
HOMO: -6.265 eV

Structure (ORCA input):
```
! wB97M-V def2-TZVPD RIJCOSX def2/J DEFGRID3
* xyz 0 1
C 2.51191 -0.77022 0.67663
P 2.83093 0.81052 -0.18914
O 3.90272 0.40005 -1.35772
P 0.99198 0.87055 -1.45497
C -0.47285 1.37790 -0.55383
C -0.56693 0.90873 0.90343
C -1.22262 -0.45978 1.20831
C -1.92557 -1.19104 0.08117
N -1.05260 -1.90463 -0.87878
H 1.44804 -0.96425 0.82640
H 2.95498 -1.60895 0.12919
H 2.97706 -0.70004 1.66324
H 3.81187 -0.47464 -1.73913
H 1.31159 1.83790 -2.40939
H 0.81810 -0.27195 -2.24258
H -1.35461 1.10108 -1.14015
H -0.40963 2.47447 -0.57861
H 0.41523 1.02912 1.39131
H -1.26911 1.62080 1.37839
H -0.56173 -1.15885 1.74384
H -2.03475 -0.05997 1.84521
H -2.57454 -0.49324 -0.45584
H -2.59829 -1.92813 0.53447
H -0.09504 -1.94874 -0.55421
H -1.06131 -1.51129 -1.80750
O -2.96915 1.62118 1.28144
H -3.80570 1.39342 1.69881
*
```

***

(3)
Below is the molecule C7H8S at a distorted geometry, with properties calculated with the ωB97M-V functional and the def2-TZVPD basis.

Values from the calculation:
Molar mass: 124.2 g/mol
Structure (SMILES): C#C[C@H]1CC[C@@H]2S[C@H]21
Kohn-Sham gap: 9.43 eV
ΔE to the lowest compared entry with this formula, charge and spin: 689.6 kJ/mol
HOMO: -8.690 eV

Structure (ORCA input):
```
! wB97M-V def2-TZVPD RIJCOSX def2/J DEFGRID3
* xyz 0 1
C -1.51952 2.47327 0.97482
C -0.78615 1.48731 0.38553
C 0.39126 0.68710 0.15887
C 0.59804 -0.47204 0.99260
C 0.26114 -1.65977 0.03132
C -0.37360 -0.90643 -1.21395
S -0.34192 -0.36447 -2.75944
C 0.57220 0.18480 -1.28045
H -2.09743 3.43127 1.08830
H 1.26978 1.23723 0.55242
H -0.19653 -0.44592 1.84820
H 1.57023 -0.52455 1.54036
H 1.06639 -2.28231 -0.37916
H -0.57361 -2.30814 0.50677
H -1.32419 -0.45979 -0.92278
H 1.48392 -0.07756 -1.52341
*
```

***

(4)
Below is a structure of composition C49H37IN10NaOPS at a distorted geometry, with properties calculated with the ωB97M-V functional and the def2-TZVPD basis.

Values from the calculation:
Molar mass: 994.8 g/mol
Kohn-Sham gap (alpha / beta): 5.15 / 5.11 eV
ΔE to the lowest compared entry with this formula, charge and spin: 0.0 kJ/mol
HOMO (alpha / beta): -1.794 / -1.757 eV

Structure (ORCA input):
```
! wB97M-V def2-TZVPD RIJCOSX def2/J DEFGRID3
* xyz -2 1
Na -9.81730 -13.38387 -18.22337
O -5.91199 -15.95058 -17.47077
C -6.65016 -14.95401 -17.51880
N -7.66174 -14.79487 -18.41374
C -7.72945 -15.90311 -19.28502
C -8.86511 -15.81500 -20.28808
C -9.13128 -16.94060 -21.12061
C -10.16849 -16.95532 -22.00786
C -10.96774 -15.79129 -22.11856
C -10.62762 -14.71816 -21.30815
N -9.63331 -14.70925 -20.41615
C -6.46115 -13.81311 -16.64869
C -5.22966 -13.70434 -15.89116
C -5.01465 -12.58893 -15.10846
C -6.03091 -11.63737 -15.03190
C -7.20979 -11.85593 -15.72874
N -7.39398 -12.90144 -16.53997
H -7.94403 -16.79817 -18.63862
H -6.75691 -16.03565 -19.83358
H -8.54901 -17.85377 -21.06790
H -10.29886 -17.81274 -22.70458
H -11.77769 -15.74625 -22.85015
H -11.12603 -13.75218 -21.38806
H -4.50885 -14.47616 -16.03777
H -4.07500 -12.41638 -14.59984
H -5.93811 -10.74416 -14.40321
H -8.03893 -11.15450 -15.70174
S -10.16124 -16.50701 -16.68270
C -11.26110 -15.63273 -15.66338
N -10.98841 -15.31383 -14.34073
N -9.94357 -15.91127 -13.87576
C -9.73781 -15.86697 -12.51009
C -8.45079 -16.19716 -12.03225
C -8.07625 -15.95276 -10.72833
C -9.03444 -15.40022 -9.82095
C -10.33964 -15.16125 -10.24347
C -10.70824 -15.36965 -11.57394
N -12.37834 -14.91096 -16.06944
N -12.35107 -14.15889 -17.10559
C -13.57540 -13.99044 -17.76607
C -13.74819 -13.10473 -18.92413
C -14.95696 -13.12917 -19.61468
C -15.98893 -13.99913 -19.24343
C -15.90007 -14.75395 -18.07386
C -14.69421 -14.73290 -17.32595
H -9.42010 -16.57070 -14.42137
H -7.71941 -16.63084 -12.70222
H -7.04511 -16.14460 -10.42346
H -8.70961 -15.14600 -8.84299
H -11.09060 -14.72700 -9.56060
H -11.71846 -15.16763 -11.96137
H -12.93266 -12.41198 -19.24286
H -15.15051 -12.53457 -20.52963
H -16.84903 -14.07245 -19.85388
H -16.74776 -15.30528 -17.68024
H -14.52180 -15.31303 -16.41180
I -8.41475 -10.63620 -19.40632
C -8.25252 -8.69257 -18.46397
C -7.08738 -8.03002 -18.79225
C -7.10254 -6.65366 -19.00675
C -8.27553 -5.94796 -18.92006
C -9.37538 -6.55228 -18.26050
C -10.49152 -5.73852 -17.90968
C -11.35372 -6.18030 -16.94214
C -11.31645 -7.49589 -16.48967
C -10.37286 -8.41956 -17.00511
P -10.72094 -10.14938 -16.62551
C -10.34950 -10.26694 -14.85645
C -10.50766 -11.44922 -14.13775
C -10.09858 -11.48905 -12.78947
C -9.53788 -10.40385 -12.12421
C -9.31040 -9.23721 -12.86442
C -9.70025 -9.17682 -14.19432
C -12.58476 -10.16468 -16.49533
C -13.31715 -10.82364 -15.49458
C -14.70626 -10.75655 -15.44641
C -15.45822 -10.14817 -16.46409
C -14.73125 -9.57041 -17.54092
C -13.32360 -9.63443 -17.59070
C -9.34869 -7.96513 -17.88840
H -6.21245 -8.59295 -18.96371
H -6.18631 -6.15771 -19.29081
H -8.30695 -4.90514 -19.16119
H -10.56158 -4.76368 -18.37314
H -12.13180 -5.50825 -16.56230
H -12.01091 -7.84541 -15.73791
H -10.98319 -12.31312 -14.60160
H -10.19728 -12.43919 -12.27673
H -9.26755 -10.46246 -11.09197
H -8.78920 -8.38204 -12.44304
H -9.45891 -8.29723 -14.78539
H -12.78868 -11.43466 -14.75249
H -15.17572 -11.17600 -14.58438
H -16.54427 -10.13967 -16.41044
H -15.22025 -9.17222 -18.46044
H -12.78284 -9.26563 -18.45802
N -13.69415 -10.07780 -24.19127
C -12.88563 -10.04616 -23.33475
N -12.00150 -9.80657 -22.43702
C -11.89012 -10.22174 -21.23449
N -11.57887 -10.51069 -20.12121
*
```

***

(5)
Below is a structure of composition C24H26Cl3CrN4O2 at a distorted geometry, with properties calculated with the ωB97M-V functional and the def2-TZVPD basis.

Values from the calculation:
Molar mass: 560.9 g/mol
Kohn-Sham gap (alpha / beta): 6.67 / 7.28 eV
ΔE to the lowest compared entry with this formula, charge and spin: 46.8 kJ/mol
HOMO (alpha / beta): -7.276 / -7.540 eV

Structure (ORCA input):
```
! wB97M-V def2-TZVPD RIJCOSX def2/J DEFGRID3
* xyz 0 4
Cr 12.69784 8.51352 10.72153
C 14.13725 5.00899 9.37661
C 12.54888 4.96016 9.29789
C 11.88511 5.59486 10.54307
N 11.43603 6.97341 10.45409
C 10.21508 7.30231 10.05859
C 9.40721 6.34362 9.40747
C 8.17624 6.50642 8.73408
C 7.34621 7.62001 8.77234
C 7.62560 8.88847 9.27806
C 8.70234 9.34122 9.97990
C 9.92841 8.72413 10.31138
N 10.93419 9.34766 10.96019
C 10.79941 10.66406 11.55744
C 12.01262 11.03456 12.38393
C 12.48058 9.92319 13.37071
N 13.30120 8.91176 12.68498
C 14.46344 8.39875 13.04223
C 14.68700 7.90405 14.34430
C 15.95923 7.82001 14.86210
C 17.17173 8.20413 14.33517
C 17.55620 8.43588 13.02032
C 16.75412 8.39920 11.90150
C 15.35326 8.17693 11.85686
N 14.70022 7.73706 10.79889
C 15.52359 7.28032 9.65483
C 14.89871 6.20335 8.72282
H 14.44536 4.04899 8.88644
H 14.42055 4.86494 10.42429
H 12.25203 3.88958 9.23653
H 12.14921 5.44781 8.36819
H 12.61103 5.60538 11.41162
H 11.08716 4.92833 10.93968
H 9.91718 5.38439 9.45496
H 7.83607 5.59175 8.17093
H 6.40954 7.47686 8.30408
H 6.80720 9.62438 9.13316
H 8.62853 10.34349 10.37964
H 9.89226 10.72951 12.24007
H 10.60062 11.44708 10.79008
H 11.73464 11.77456 13.08511
H 12.85119 11.43018 11.78948
H 11.60202 9.38366 13.76631
H 13.10302 10.33120 14.20576
H 13.77834 7.56189 14.87357
H 16.01517 7.64720 15.92511
H 17.99837 8.25083 15.04417
H 18.61045 8.68595 12.96584
H 17.19406 8.58685 10.93696
H 16.51063 6.99234 10.11581
H 15.67636 8.17649 8.97517
H 15.80346 5.78029 8.18088
H 14.27677 6.68794 7.99407
Cl 13.90040 8.03299 5.34144
C 13.50279 9.34652 6.50928
Cl 12.49149 10.54290 5.65452
Cl 15.08540 10.15232 6.97658
C 12.64179 8.80423 7.68886
O 11.68033 8.04860 7.40711
O 13.16128 9.23563 8.81615
*
```

***

(6)
Below is a structure of composition C4H5NO2 at a distorted geometry, with properties calculated with the ωB97M-V functional and the def2-TZVPD basis.

Values from the calculation:
Molar mass: 99.1 g/mol
Kohn-Sham gap (alpha / beta): 8.54 / 7.72 eV
ΔE to the lowest compared entry with this formula, charge and spin: 817.3 kJ/mol
HOMO (alpha / beta): -9.160 / -9.646 eV

Structure (ORCA input):
```
! wB97M-V def2-TZVPD RIJCOSX def2/J DEFGRID3
* xyz 0 1
C -1.68022 -1.12284 -0.01786
C -0.22854 1.88009 0.11178
C -0.33645 -1.09608 -0.00329
C 0.48412 0.03103 -0.09468
N 1.87237 0.02928 -0.04710
O 2.48114 1.08436 -0.08936
O 2.40789 -1.07246 0.02433
H -2.21299 -2.05304 0.06663
H -2.26953 -0.22892 -0.11520
H 0.55171 2.60277 0.03676
H -1.28626 1.97419 0.05405
H 0.21676 -2.02836 0.07393
*
```

***

(7)
Below is the molecule FNO4S at a distorted geometry, with properties calculated with the ωB97M-V functional and the def2-TZVPD basis.

Values from the calculation:
Molar mass: 129.1 g/mol
Kohn-Sham gap: 10.11 eV
ΔE to the lowest compared entry with this formula, charge and spin: 136.7 kJ/mol
HOMO: -12.143 eV

Structure (ORCA input):
```
! wB97M-V def2-TZVPD RIJCOSX def2/J DEFGRID3
* xyz 0 1
N -0.99994 0.26905 0.31364
O 0.42907 -0.14617 -1.37412
O -1.78033 1.08210 0.06808
O 1.39443 -1.28499 0.55922
O 1.40210 1.19118 0.40460
F -1.49277 -1.03709 0.09649
S 1.04745 -0.07408 -0.06791
*
```

***

(8)
Below is a structure of composition C30H44N5OPRu, with properties calculated with the ωB97M-V functional and the def2-TZVPD basis.

Values from the calculation:
Molar mass: 622.8 g/mol
Kohn-Sham gap (alpha / beta): 7.87 / 7.58 eV
ΔE to the lowest compared entry with this formula, charge and spin: 14.8 kJ/mol
HOMO (alpha / beta): -9.948 / -9.712 eV

Structure (ORCA input):
```
! wB97M-V def2-TZVPD RIJCOSX def2/J DEFGRID3
* xyz 1 2
Ru 0.43056 0.22796 0.05476
N 0.76929 0.03785 2.30242
C 0.32967 -1.31643 2.65539
C -0.90683 -1.66809 1.85244
N -0.60396 -1.54276 0.40548
H 1.74803 0.17025 2.52321
H 0.21523 0.76095 2.74775
H 0.11235 -1.44253 3.71943
H 1.13965 -2.00473 2.40417
H -1.70935 -0.96087 2.06737
H -1.25330 -2.67307 2.09857
H -1.46445 -1.51073 -0.13947
H -0.09415 -2.36039 0.07274
N -0.45730 1.81929 0.56876
P -1.66822 2.63470 -0.03927
C -2.92321 3.00326 1.21883
C -2.58593 2.93024 2.56406
C -3.53571 3.21001 3.53862
C -4.82479 3.55920 3.16761
C -5.16952 3.63245 1.82301
C -4.22361 3.35301 0.85062
C -2.62844 1.75182 -1.29848
C -3.24629 0.56720 -0.89089
C -3.93356 -0.21491 -1.80380
C -4.01044 0.18262 -3.13501
C -3.41401 1.36583 -3.53975
C -2.72507 2.15218 -2.62306
C -1.17122 4.23371 -0.73104
C -1.76370 5.43134 -0.33691
C -1.33082 6.63569 -0.87702
C -0.30907 6.65273 -1.81167
C 0.29509 5.46405 -2.20149
C -0.12643 4.26304 -1.65746
H -1.57121 2.66330 2.83248
H -3.26840 3.15799 4.58613
H -5.56674 3.77227 3.92616
H -6.17736 3.90214 1.53544
H -4.49575 3.40202 -0.19684
H -3.21146 0.27766 0.15530
H -4.42582 -1.12365 -1.47985
H -4.54785 -0.42566 -3.85049
H -3.48593 1.68379 -4.57159
H -2.25744 3.07367 -2.94914
H -2.55775 5.43129 0.39402
H -1.79314 7.56145 -0.56078
H 0.02415 7.59238 -2.23263
H 1.09942 5.47667 -2.92544
H 0.36516 3.34206 -1.94138
C 3.59954 -3.08605 -0.33276
N 4.03899 -1.83481 -0.92360
C 5.08853 -1.92802 -1.93033
C 5.94365 -0.68045 -1.90442
C 5.04838 0.52805 -2.06597
N 3.92817 0.47995 -1.13141
C 3.32794 1.77050 -0.83743
C 3.44329 -0.66437 -0.60370
O 2.46924 -0.65174 0.19845
H 4.43183 -3.55987 0.19080
H 3.23993 -3.76723 -1.10645
H 2.80185 -2.89212 0.37491
H 4.64261 -2.07401 -2.92064
H 5.68463 -2.81249 -1.70705
H 6.68116 -0.70843 -2.70533
H 6.47955 -0.62360 -0.95485
H 4.66483 0.59603 -3.09012
H 5.60383 1.44526 -1.86588
H 4.02600 2.39166 -0.27216
H 2.41649 1.66379 -0.25923
H 3.08488 2.28118 -1.77166
C 0.73532 -0.15681 -4.38402
C 1.03615 -0.47850 -2.91970
C 0.99877 -1.98972 -2.70820
C 0.03826 0.22131 -1.98996
H 1.42159 -0.67005 -5.06244
H 0.80944 0.91559 -4.57387
H -0.28190 -0.46861 -4.63611
H 2.05107 -0.11801 -2.70338
H 0.01494 -2.37759 -2.98987
H 1.17946 -2.25005 -1.66273
H 1.74184 -2.51090 -3.31688
H -0.94090 -0.25810 -2.18146
H -0.11309 1.24773 -2.33864
*
```